1.
Density functional theory data (the ωB97M-V functional and the def2-TZVPD basis) for a single C7H12O molecule.

```
20
C7H12O | the Open Molecules 2025 dataset | the ωB97M-V functional and the def2-TZVPD basis
C 0.19 0.36 0.98
C -0.55 1.65 0.82
C 0.16 1.97 -0.42
C 0.96 0.13 2.25
C -0.73 -1.54 -2.22
C -0.02 -0.69 0.05
C -0.04 -0.56 -1.32
O -0.27 -1.92 0.65
H -0.01 -2.62 0.04
H -1.63 1.54 0.72
H -0.32 2.34 1.65
H -0.37 2.11 -1.35
H 1.20 2.27 -0.40
H 0.67 0.10 -1.78
H 1.91 0.67 2.23
H 0.41 0.49 3.12
H 1.18 -0.93 2.41
H -1.58 -2.02 -1.74
H -1.10 -1.03 -3.12
H -0.05 -2.33 -2.58
```

Molar mass, g/mol: 112.2
E_LUMO (alpha / beta), eV: 0.52 / 0.42
HOMO-LUMO gap (alpha / beta), eV: 7.8 / 7.8


2.
Density functional theory data (the ωB97M-V functional and the def2-TZVPD basis) for 2 unconnected molecules or ions with the total composition C7H12O.

```
20
C7H12O | the Open Molecules 2025 dataset | the ωB97M-V functional and the def2-TZVPD basis
C -1.48 -2.19 -1.25
C -2.54 -2.06 -0.46
C -0.07 -2.16 -0.71
C 0.27 -0.71 -0.32
C 1.14 -0.47 0.66
C 1.35 0.86 1.26
C 2.00 1.93 0.82
H -1.60 -2.23 -2.33
H -3.58 -1.97 -0.75
H -2.46 -2.01 0.62
H -0.04 -2.81 0.16
H 0.70 -2.40 -1.44
H -0.35 0.04 -0.80
H 1.58 -1.35 1.13
H 0.86 0.96 2.23
H 2.57 2.01 -0.10
H 1.94 2.87 1.35
H -0.50 3.63 -0.66
H 0.57 3.98 0.40
O -0.36 4.06 0.18
```

Structure (SMILES): C=C/C=C/CC=C.O
Molar mass, g/mol: 112.2
E_LUMO, eV: 0.97
HOMO-LUMO gap, eV: 10.3


How do the energies compare? Relative to the most stable structure, in eV: 1 1.344; 2 0.000.


1.
Density functional theory data (the ωB97M-V functional and the def2-TZVPD basis) for a gas-phase ion, C3H7N4 (charge +1).

```
14
C3H7N4 | the Open Molecules 2025 dataset | the ωB97M-V functional and the def2-TZVPD basis
C -2.03 -0.94 -0.79
C -1.45 -0.60 0.41
C 0.73 0.59 0.90
N -1.15 -0.67 -1.76
N -0.10 -0.22 -1.13
N -0.30 -0.10 0.15
N 2.10 0.70 0.02
H -3.00 -1.42 -0.90
H -2.08 -0.50 1.39
H 1.05 0.22 1.85
H 0.40 1.70 1.01
H 0.84 0.11 -1.57
H 2.71 1.40 0.37
H 2.29 -0.26 0.06
```

Structure (SMILES): NC[n+]1ccn[nH]1
Molar mass, g/mol: 99.1
E_LUMO, eV: -4.18
Net charge: +1
HOMO-LUMO gap, eV: 11.0


2.
Density functional theory data (the ωB97M-V functional and the def2-TZVPD basis) for a gas-phase ion, C3H7N4 (charge +1).

```
14
C3H7N4 | the Open Molecules 2025 dataset | the ωB97M-V functional and the def2-TZVPD basis
C -1.15 -2.38 0.33
C -0.07 -1.57 0.56
C 0.59 0.69 -0.40
N -1.89 -1.86 -0.64
N -1.33 -0.77 -0.98
N -0.22 -0.54 -0.31
N 0.02 1.72 0.31
H -1.53 -3.14 0.92
H 0.85 -1.63 1.25
H 0.53 0.86 -1.52
H 1.68 0.33 -0.16
H -1.59 -0.16 -1.77
H -0.21 1.42 1.27
H 0.37 2.69 0.21
```

Structure (SMILES): NC[n+]1ccn[nH]1
Molar mass, g/mol: 99.1
E_LUMO, eV: -4.30
Net charge: +1
HOMO-LUMO gap, eV: 10.0


How do the energies compare? Relative to the most stable structure, in eV: 1 0.735; 2 0.000.